Molecular formula: C52H60As3INOPSi2V
Method: DFT, ωB97M-V/def2-TZVPD

Structure (ORCA input):
```
! wB97M-V def2-TZVPD RIJCOSX def2/J DEFGRID3
* xyz 0 4
V -1.12 -0.55 -1.46
O -2.66 -1.59 -3.61
N -2.31 -1.86 -2.28
C -2.72 -3.04 -1.97
C -2.77 -3.65 -0.64
C -3.19 -4.98 -0.64
C -3.41 -5.67 0.54
C -3.25 -5.01 1.75
C -2.84 -3.69 1.76
C -2.57 -3.00 0.58
P -1.98 -1.26 0.68
C -3.57 -0.39 0.98
C -4.63 -0.80 0.17
C -5.84 -0.12 0.18
C -6.00 1.00 0.99
C -4.95 1.42 1.78
C -3.74 0.74 1.78
C -0.93 -1.39 2.17
C -0.93 -0.59 3.30
C -0.04 -0.84 4.34
C 0.85 -1.89 4.27
C 0.87 -2.70 3.14
C 0.00 -2.44 2.09
H -2.09 -0.82 -3.87
H -3.15 -3.62 -2.78
H -3.34 -5.48 -1.58
H -3.72 -6.70 0.52
H -3.44 -5.52 2.69
H -2.70 -3.18 2.71
H -4.53 -1.67 -0.47
H -6.65 -0.46 -0.45
H -6.94 1.54 0.98
H -5.06 2.30 2.40
H -2.94 1.13 2.37
H -1.61 0.24 3.40
H -0.06 -0.20 5.21
H 1.53 -2.09 5.08
H 1.56 -3.52 3.06
H 0.03 -3.09 1.22
C 0.86 4.00 1.99
C 1.24 3.92 0.53
As 1.39 2.07 -0.16
C 2.86 1.52 1.00
C 4.00 2.30 1.18
C 5.04 1.87 1.99
C 4.96 0.63 2.61
C 3.83 -0.16 2.44
C 2.78 0.29 1.64
C 2.44 2.56 -1.73
C 1.99 3.56 -2.57
C 2.72 3.91 -3.70
C 3.90 3.25 -4.00
C 4.35 2.24 -3.16
C 3.63 1.90 -2.03
As -0.86 3.11 2.36
C -1.94 4.11 1.08
C -2.38 5.41 1.28
C -3.07 6.07 0.28
C -3.31 5.45 -0.94
C -2.87 4.15 -1.15
C -2.19 3.48 -0.14
C -1.39 3.96 4.04
C -2.20 3.19 4.87
C -2.66 3.70 6.08
C -2.32 4.98 6.46
C -1.51 5.75 5.64
C -1.05 5.25 4.43
H 0.82 5.04 2.31
H 1.61 3.48 2.61
H 2.21 4.40 0.36
H 0.51 4.44 -0.10
H 4.09 3.25 0.67
H 5.92 2.48 2.11
H 5.78 0.28 3.23
H 3.77 -1.13 2.92
H 1.90 -0.34 1.51
H 1.05 4.07 -2.38
H 2.35 4.69 -4.36
H 4.47 3.52 -4.88
H 5.27 1.72 -3.39
H 4.00 1.11 -1.38
H -2.21 5.91 2.22
H -3.42 7.08 0.44
H -3.84 5.97 -1.72
H -3.03 3.65 -2.10
H -1.84 2.47 -0.31
H -2.47 2.18 4.58
H -3.28 3.09 6.72
H -2.67 5.38 7.40
H -1.24 6.76 5.94
H -0.43 5.87 3.81
I -0.60 1.12 -3.54
C 0.65 -1.68 -1.33
H 1.40 -1.01 -1.78
H 0.93 -1.76 -0.27
C -1.17 -4.40 -4.58
Si 0.63 -4.21 -4.10
C 1.43 -3.28 -5.52
C 1.29 -5.96 -4.04
As 1.08 -3.55 -1.89
Si 3.39 -3.09 -2.05
C 3.77 -1.61 -3.13
C 3.90 -2.67 -0.30
C 4.46 -4.52 -2.62
H -1.15 -4.84 -5.58
H -1.73 -3.47 -4.64
H -1.69 -5.10 -3.93
H 1.02 -3.65 -6.46
H 2.51 -3.43 -5.54
H 1.25 -2.21 -5.47
H 1.30 -6.40 -5.04
H 0.64 -6.57 -3.41
H 2.30 -6.04 -3.63
H 3.55 -0.67 -2.62
H 3.19 -1.59 -4.05
H 4.83 -1.61 -3.40
H 3.37 -1.79 0.07
H 4.97 -2.46 -0.26
H 3.68 -3.50 0.38
H 4.33 -4.75 -3.68
H 4.27 -5.43 -2.06
H 5.50 -4.24 -2.48
*
```

* relative energy (zero: lowest compared OMol25 entry of this formula, charge and spin): 0.000 eV
* LUMO level (alpha / beta): -0.2876 / -0.5312 eV
* calculated total energy: -299784.2428 eV
* highest occupied orbital energy (alpha / beta): -7.142 / -7.368 eV

Atom charges from the Löwdin analysis, given in e for atoms 1 to 6: 0.12, -0.10, -0.15, -0.10, -0.20, -0.02